No. 1
Below is a structure of composition C23H45Cl3N2O6PPrSi in a non-equilibrium geometry, with properties calculated with ωB97M-V with the def2-TZVPD basis set.

Each line ends with the Löwdin spin population.
CARTESIAN COORDINATES (ANGSTROEM)
C  2.963  -3.601  -0.268  0.000
C  1.691  -3.679  0.517  0.000
H  3.632  -4.443  -0.076  0.000
H  3.479  -2.646  -0.054  0.000
H  2.707  -3.565  -1.330  0.000
C  1.557  -4.283  1.706  0.000
C  2.660  -5.042  2.355  0.000
H  0.609  -4.228  2.255  0.000
H  3.618  -4.493  2.318  0.000
H  2.801  -6.012  1.853  0.000
H  2.405  -5.233  3.405  0.000
Pr  0.188  1.491  -0.721  2.025
Cl  -0.424  0.134  -3.019  -0.009
Cl  1.576  3.872  -0.799  -0.002
C  -2.832  -0.258  -0.163  0.000
O  -1.788  0.354  0.188  -0.002
N  -3.944  -0.276  0.572  0.000
C  -3.985  0.368  1.878  0.000
C  -5.100  -1.077  0.187  0.000
H  -2.875  -0.813  -1.121  0.000
H  -3.231  1.159  1.925  0.000
H  -3.802  -0.365  2.678  0.000
H  -4.987  0.786  2.015  0.000
H  -4.951  -1.465  -0.823  0.000
H  -6.000  -0.458  0.218  0.000
H  -5.240  -1.917  0.877  0.000
H  2.823  -0.987  1.668  0.000
H  1.366  -2.095  4.002  0.000
C  2.802  -0.177  2.405  0.000
C  1.424  -1.040  4.290  0.000
N  1.522  -0.184  3.103  0.000
H  2.935  0.781  1.894  0.000
C  0.513  0.597  2.693  0.000
O  0.564  1.295  1.643  -0.003
H  0.531  -0.774  4.867  0.000
H  -0.378  0.598  3.354  0.000
H  3.587  -0.331  3.148  0.000
H  2.321  -0.901  4.899  0.000
O  1.427  -1.684  0.092  -0.001
C  0.606  -2.740  -0.024  0.000
C  -0.937  -2.266  1.995  0.000
C  -0.760  -2.794  0.718  0.000
H  -0.150  -1.655  2.436  0.000
C  -2.089  -2.577  2.730  0.000
H  0.419  -2.984  -1.097  0.000
C  -1.780  -3.528  0.132  0.000
H  -2.199  -2.195  3.750  0.000
C  -3.072  -3.394  2.170  0.000
C  -2.917  -3.862  0.866  0.000
H  -1.634  -3.888  -0.890  0.000
H  -3.959  -3.669  2.754  0.000
H  -3.679  -4.504  0.410  0.000
Si  3.766  1.464  -2.497  0.000
Cl  2.570  0.358  -0.998  -0.005
C  4.539  2.890  -1.587  0.000
C  2.591  1.994  -3.821  0.000
C  5.145  0.428  -3.164  0.000
H  4.300  2.944  -0.519  0.000
H  4.214  3.825  -2.059  0.000
H  5.633  2.824  -1.700  0.000
H  5.928  0.261  -2.414  0.000
H  5.596  1.022  -3.982  0.000
H  4.824  -0.532  -3.583  0.000
H  1.547  1.672  -3.715  0.000
H  2.953  1.580  -4.775  0.000
H  2.619  3.086  -3.898  0.000
C  -0.470  4.654  -3.518  0.000
O  -1.836  4.400  -3.135  0.000
P  -2.304  2.911  -2.607  0.000
O  -3.826  3.156  -2.071  0.000
C  -4.520  4.378  -2.364  0.000
O  -1.524  3.008  -1.067  -0.004
C  -1.779  3.878  0.054  0.000
H  -0.194  4.065  -4.409  0.000
H  0.249  4.429  -2.707  0.000
H  -0.423  5.723  -3.737  0.000
H  -4.057  5.233  -1.855  0.000
H  -4.572  4.549  -3.447  0.000
H  -5.526  4.213  -1.968  0.000
H  -0.819  4.032  0.569  0.000
H  -2.152  4.825  -0.340  0.000
H  -2.486  3.379  0.730  0.000

The calculation puts the gap between HOMO and LUMO (alpha / beta) at 6.2 / 6.2 eV. For the energy above the lowest of the compared OMol25 structures with the same formula, charge and spin, the calculation gives 295.4 kJ/mol. The HOMO energy (alpha / beta) comes out at -0.22156 / -0.22176 Eh. As for the spin multiplicity: 3. The value obtained for the lowest unoccupied orbital energy (alpha / beta) is 0.17 / 0.17 eV. As for the expectation value of S²: 2.0017. The calculation puts the molar mass at 751.95 g/mol.

=====

No. 2
Below is the molecule C18H21N3O4S2 in a non-equilibrium geometry, with properties calculated with ωB97M-V with the def2-TZVPD basis set.

Each line ends with the Mulliken charge.
CARTESIAN COORDINATES (ANGSTROEM)
C  -0.272  -2.042  -0.753  -1.025
O  0.777  -1.106  -0.733  -0.303
C  2.061  -1.549  -0.551  0.896
C  2.389  -2.895  -0.466  -0.507
C  3.704  -3.302  -0.315  -0.736
C  4.707  -2.359  -0.242  -1.141
C  4.391  -1.012  -0.300  -0.611
C  3.082  -0.579  -0.453  0.960
N  2.795  0.791  -0.531  0.042
C  1.649  1.333  0.158  -1.006
C  1.660  0.944  1.623  0.486
O  2.667  0.845  2.296  -0.683
N  0.441  0.684  2.169  -0.186
N  -0.696  0.709  1.462  -0.019
C  -1.795  0.379  2.014  -0.503
C  -3.031  0.374  1.269  0.820
C  -3.066  0.755  -0.075  -0.705
C  -4.245  0.741  -0.788  -0.517
C  -5.426  0.342  -0.169  0.912
S  -6.991  0.279  -0.968  -0.049
C  -6.656  0.865  -2.654  -0.881
C  -5.403  -0.039  1.174  -0.877
C  -4.224  -0.023  1.882  -0.818
S  3.983  1.909  -0.914  1.323
C  4.961  2.186  0.593  -1.031
O  3.286  3.132  -1.198  -0.730
O  4.818  1.365  -1.939  -0.622
H  -0.192  -2.722  -1.607  0.437
H  -1.185  -1.454  -0.843  0.111
H  -0.313  -2.624  0.174  0.438
H  1.617  -3.644  -0.535  0.430
H  3.932  -4.356  -0.260  0.384
H  5.737  -2.661  -0.129  0.391
H  5.179  -0.282  -0.246  0.275
H  0.717  1.004  -0.302  0.265
H  1.727  2.419  0.065  0.639
H  0.426  0.400  3.154  0.310
H  -1.845  0.080  3.068  0.274
H  -2.147  1.069  -0.546  0.446
H  -4.235  1.042  -1.823  0.332
H  -6.272  1.881  -2.624  0.293
H  -5.964  0.193  -3.152  0.286
H  -7.615  0.849  -3.163  0.372
H  -6.325  -0.345  1.646  0.380
H  -4.220  -0.320  2.921  0.345
H  4.984  3.256  0.756  0.428
H  4.467  1.683  1.417  0.304
H  5.960  1.803  0.436  0.372

The calculation puts the gap between HOMO and LUMO at 8.1 eV. For the energy above the lowest of the compared OMol25 structures with the same formula, charge and spin, the calculation gives 326.0 kJ/mol. The HOMO energy comes out at -0.29866 Eh. The value obtained for the lowest unoccupied orbital energy is -0.01 eV. The calculation puts the molar mass at 407.52 g/mol.